{"formula": "C4H5NO", "method": "wB97M-V/def2-TZVPD", "homo_energy_ha": -0.3294, "smiles": "O=c1cc1.C=N", "total_charge": 0, "e_above_lowest_ev": 3.638, "e_lumo_ev": 1.042, "symbols": ["O", "C", "N", "C", "C", "C", "H", "H", "H", "H", "H"], "positions_angstrom": [[1.7997, -0.3318, -1.0223], [1.3948, 0.5337, -0.2914], [-0.5874, -1.5155, 0.2430], [-1.6353, -1.1504, -0.3623], [0.4153, 1.4870, 0.1368], [1.5936, 1.4970, 0.7688], [-0.4562, -2.5192, 0.1540], [-1.8832, -0.0948, -0.3821], [-2.3252, -1.8122, -0.8790], [-0.5491, 1.9716, 0.1037], [2.2239, 1.9623, 1.5209]], "forces_ev_per_a": [[-0.132, 0.322, 0.239], [0.216, 0.518, 0.194], [-0.424, 0.120, -0.077], [0.285, -0.045, 0.205], [0.135, -0.184, 0.037], [0.299, -0.555, -0.461], [0.067, -0.155, 0.071], [-0.101, 0.165, 0.040], [-0.027, -0.162, -0.135], [-0.025, 0.016, -0.032], [-0.294, -0.039, -0.080]]}

{"formula": "C4H5NO", "method": "wB97M-V/def2-TZVPD", "homo_energy_ha": -0.3920, "smiles": "N#CC1(O)CC1", "total_charge": 0, "e_above_lowest_ev": 1.598, "e_lumo_ev": 0.727, "symbols": ["O", "C", "C", "C", "C", "N", "H", "H", "H", "H", "H"], "positions_angstrom": [[0.6344, 0.4024, 1.5124], [0.3771, -0.0239, 0.2194], [-0.6029, 0.6750, -0.6873], [-1.0517, -0.4736, 0.1504], [1.4736, -0.7930, -0.4118], [2.3112, -1.4303, -0.8913], [1.1731, 1.1847, 1.5228], [-0.9252, 1.6698, -0.4142], [-0.4986, 0.4766, -1.7451], [-1.6828, -0.2346, 1.0204], [-1.2102, -1.4492, -0.2640]], "forces_ev_per_a": [[0.136, 0.247, 0.229], [-0.028, -0.549, 0.311], [-0.002, 0.093, -0.158], [-0.347, -0.462, 0.119], [-0.178, -0.442, 0.046], [-0.685, 0.674, 0.366], [0.565, 0.591, -0.083], [-0.004, -0.016, 0.021], [0.167, 0.206, -0.016], [0.717, -0.218, -0.365], [-0.340, -0.122, -0.471]]}

{"formula": "C4H5NO", "method": "wB97M-V/def2-TZVPD", "homo_energy_ha": -0.3253, "total_charge": 0, "e_above_lowest_ev": 1.034, "e_lumo_ev": 0.637, "symbols": ["C", "C", "C", "N", "C", "O", "H", "H", "H", "H", "H"], "positions_angstrom": [[-0.5461, 1.0156, 0.0044], [-1.5668, -0.1383, 0.0007], [0.4776, -0.1900, 0.0093], [1.8103, -0.1585, -0.0152], [-0.4976, -1.1273, 0.0467], [-2.7643, -0.1730, -0.1260], [2.3403, -1.0069, -0.1196], [2.3049, 0.7141, 0.0444], [-0.5570, 1.6589, -0.8736], [-0.5034, 1.6046, 0.9183], [-0.4979, -2.1992, 0.1107]], "forces_ev_per_a": [[1.163, -0.616, 0.203], [-0.082, -0.447, -0.469], [-1.320, 1.491, 0.008], [0.310, -0.041, -0.067], [-0.149, -0.437, 0.163], [0.108, 0.205, 0.252], [0.028, 0.093, 0.099], [-0.043, -0.122, -0.094], [0.070, 0.008, -0.068], [-0.121, 0.114, 0.049], [0.037, -0.248, -0.076]]}

{"formula": "C4H5NO", "method": "wB97M-V/def2-TZVPD", "homo_energy_ha": -0.3782, "total_charge": 0, "e_above_lowest_ev": 2.385, "e_lumo_ev": -0.727, "symbols": ["C", "C", "C", "O", "C", "N", "H", "H", "H", "H", "H"], "positions_angstrom": [[1.2254, -0.5803, 0.6075], [0.4707, 0.0242, -0.5552], [-0.8370, 0.4040, 0.1328], [-0.9645, 0.5268, 1.3352], [-2.0267, 0.5392, -0.6792], [-2.9498, 0.6421, -1.3623], [0.5455, 0.1845, 1.5230], [2.3239, -0.4948, 0.5594], [0.9394, -1.6374, 0.7734], [0.2109, -0.5438, -1.4616], [0.9649, 0.9411, -0.9124]], "forces_ev_per_a": [[-0.814, 1.240, 2.022], [-0.394, 0.236, 0.241], [-0.417, 0.150, 0.195], [-0.877, 0.481, -0.747], [-1.003, 0.271, -0.929], [0.520, -0.081, 0.390], [3.468, -2.807, -1.787], [-0.643, 0.145, 0.111], [0.148, 0.594, 0.009], [0.245, -0.152, 0.381], [-0.233, -0.077, 0.114]]}

{"formula": "C4H5NO", "method": "wB97M-V/def2-TZVPD", "homo_energy_ha": [-0.2808, -0.2810], "total_charge": 0, "e_above_lowest_ev": 7.252, "e_lumo_ev": [-0.046, -0.046], "symbols": ["C", "C", "C", "C", "N", "O", "H", "H", "H", "H", "H"], "positions_angstrom": [[1.1580, 0.6656, 0.0564], [-0.2950, 1.0421, 0.0979], [-1.6510, -0.9966, 0.0952], [1.5821, -0.6475, 0.1777], [-1.2440, 0.2229, -0.0323], [-2.5861, 0.1352, 0.0088], [1.7864, 1.3594, -0.2764], [-0.5875, 2.1142, 0.0248], [-1.5916, -1.7850, -0.7857], [0.7651, -1.3519, 0.3874], [2.6635, -0.7583, 0.2460]], "forces_ev_per_a": [[-3.503, -5.299, 0.611], [1.538, 3.023, -1.047], [0.348, -5.408, -0.652], [-1.453, 3.179, 0.417], [2.279, -0.496, 0.374], [-2.522, 1.812, -0.482], [2.556, 3.144, -0.687], [0.306, -0.917, 0.333], [-0.181, 2.080, 1.333], [1.061, -0.334, 0.041], [-0.429, -0.783, -0.240]]}

{"formula": "C4H5NO", "method": "wB97M-V/def2-TZVPD", "homo_energy_ha": -0.3904, "smiles": "C[C@H](C#N)C=O", "total_charge": 0, "e_above_lowest_ev": 0.843, "e_lumo_ev": 0.465, "symbols": ["C", "C", "C", "O", "C", "N", "H", "H", "H", "H", "H"], "positions_angstrom": [[0.9411, 0.8644, -0.2562], [0.1807, -0.4393, 0.0680], [-0.8810, -0.2610, 1.1590], [-2.0520, -0.1280, 0.9253], [-0.5239, -0.8747, -1.1420], [-1.1759, -1.1053, -2.0670], [1.6563, 0.6608, -1.0582], [0.2408, 1.6268, -0.6093], [1.4919, 1.2481, 0.6079], [0.8992, -1.1972, 0.4101], [-0.5102, -0.2792, 2.2003]], "forces_ev_per_a": [[0.034, 0.092, 0.026], [-0.054, -0.021, -0.095], [-0.377, 0.053, -0.017], [0.504, 0.014, 0.174], [-0.635, -0.217, -0.802], [0.752, 0.065, 0.716], [-0.094, 0.072, 0.156], [0.110, -0.103, 0.099], [-0.150, -0.116, -0.062], [-0.212, 0.053, -0.155], [0.123, 0.109, -0.039]]}

{"formula": "C4H5NO", "method": "wB97M-V/def2-TZVPD", "homo_energy_ha": -0.3653, "smiles": "N#C/C=C\\CO", "total_charge": 0, "e_above_lowest_ev": 2.397, "e_lumo_ev": 0.190, "symbols": ["C", "C", "C", "C", "H", "H", "H", "H", "H", "N", "O"], "positions_angstrom": [[1.2480, -0.4385, -0.0951], [0.4992, 0.9272, -0.0331], [-0.8925, 1.0207, -0.0549], [-1.8685, 0.0020, -0.0394], [-0.1263, -1.8763, 0.8342], [1.8233, -0.5597, -1.0631], [2.0184, -0.4684, 0.8410], [1.1715, 1.8050, 0.0338], [-1.4028, 1.9683, -0.1818], [-2.7225, -0.8009, -0.0867], [0.2521, -1.5795, -0.1550]], "forces_ev_per_a": [[-0.677, -0.729, 1.419], [-1.932, -1.341, -0.161], [3.101, 0.954, -0.183], [-1.879, -2.911, -0.444], [1.759, 1.563, -3.897], [-0.587, 0.343, 1.207], [-1.799, -0.273, -2.210], [-0.843, -0.396, -0.268], [0.494, 0.395, 0.356], [1.727, 1.973, 0.307], [0.636, 0.422, 3.875]]}

{"formula": "C4H5NO", "method": "wB97M-V/def2-TZVPD", "homo_energy_ha": -0.3505, "smiles": "[H]/N=C1/C=CCO1", "total_charge": 0, "e_above_lowest_ev": 1.143, "e_lumo_ev": 0.794, "symbols": ["N", "C", "C", "C", "C", "O", "H", "H", "H", "H", "H"], "positions_angstrom": [[-1.0304, 0.3676, 2.0385], [-0.5614, 0.0943, 0.8991], [0.3310, -1.0146, 0.4985], [0.7826, -0.7738, -0.7301], [0.2396, 0.5698, -1.1657], [-0.8154, 0.8417, -0.2292], [-1.6187, 1.1964, 1.9448], [0.5497, -1.8595, 1.1370], [1.4038, -1.4479, -1.3196], [-0.0943, 0.5690, -2.2173], [0.8136, 1.4569, -0.8560]], "forces_ev_per_a": [[-0.051, -0.176, -0.279], [-0.220, -0.006, -0.070], [0.043, 0.040, -0.050], [0.063, 0.186, 0.370], [-0.152, 0.216, 0.239], [-0.681, -0.624, 0.243], [0.031, -0.001, 0.201], [-0.091, 0.099, -0.062], [-0.050, 0.467, 0.116], [-0.051, 0.335, 0.591], [1.159, -0.536, -1.300]]}

{"formula": "C4H5NO", "method": "wB97M-V/def2-TZVPD", "homo_energy_ha": -0.3909, "smiles": "C[C@H](C#N)C=O", "total_charge": 0, "e_above_lowest_ev": 1.205, "e_lumo_ev": 0.440, "symbols": ["C", "C", "C", "O", "C", "N", "H", "H", "H", "H", "H"], "positions_angstrom": [[-0.1777, 1.3250, 0.2675], [-0.3672, -0.1701, -0.1290], [0.6134, -0.9170, -1.1413], [1.2434, -1.8528, -0.7208], [-0.1809, -0.9560, 1.0923], [-0.0365, -1.5279, 2.0835], [-0.8369, 1.5787, 1.1134], [0.8427, 1.5101, 0.6117], [-0.4235, 2.0136, -0.5445], [-1.4264, -0.2981, -0.4108], [0.7497, -0.7054, -2.2221]], "forces_ev_per_a": [[0.173, 0.001, -0.192], [0.157, -0.171, 0.069], [0.073, -0.264, 0.432], [-0.115, 0.370, -0.268], [-0.162, -0.475, 1.235], [-0.170, 0.463, -0.685], [0.146, -0.323, -0.371], [-0.065, -0.038, -0.170], [0.126, -0.198, -0.040], [0.437, -0.099, -0.362], [-0.602, 0.734, 0.352]]}

{"formula": "C4H5NO", "method": "wB97M-V/def2-TZVPD", "homo_energy_ha": -0.3363, "smiles": "[H]/N=C1\\C=CCO1", "total_charge": 0, "e_above_lowest_ev": 1.461, "e_lumo_ev": 0.909, "symbols": ["N", "C", "C", "C", "C", "O", "H", "H", "H", "H", "H"], "positions_angstrom": [[2.2525, -0.5373, 0.1249], [1.0562, -0.2018, -0.0229], [0.2179, 1.0017, -0.3903], [-1.0713, 0.6967, -0.2123], [-1.1643, -0.7232, 0.2632], [0.1442, -1.2158, 0.2040], [3.1387, -0.0559, 0.3736], [0.6478, 1.9018, -0.8273], [-1.9532, 1.3003, -0.4289], [-1.7656, -1.3577, -0.3899], [-1.5029, -0.8089, 1.3059]], "forces_ev_per_a": [[0.984, 0.033, 0.866], [0.175, 0.002, 0.294], [0.197, -0.204, -0.025], [0.360, 0.036, -0.218], [-0.188, 0.048, -0.131], [0.523, -0.127, 0.000], [-1.711, 0.254, -1.145], [-0.164, -0.203, 0.366], [0.390, -0.061, 0.128], [-0.355, 0.158, 0.102], [-0.212, 0.064, -0.238]]}

{"formula": "C4H5NO", "method": "wB97M-V/def2-TZVPD", "homo_energy_ha": -0.3421, "smiles": "C#C/C(C)=N/O", "total_charge": 0, "e_above_lowest_ev": 3.417, "e_lumo_ev": 0.910, "symbols": ["C", "C", "N", "O", "C", "C", "H", "H", "H", "H", "H"], "positions_angstrom": [[-0.7686, 1.0365, -0.0924], [0.1609, -0.1453, -0.0454], [1.2667, -0.2245, -0.6908], [1.4759, 0.9171, -1.4400], [-0.1693, -1.2518, 0.8114], [-0.5042, -2.1105, 1.5871], [-1.1812, 1.1601, -1.0991], [-1.5856, 0.9075, 0.6192], [-0.2137, 1.9496, 0.1435], [2.3444, 0.7583, -1.8317], [-0.7798, -2.8705, 2.2846]], "forces_ev_per_a": [[-0.028, 0.067, -0.010], [0.240, -0.001, -0.086], [-0.442, -0.155, 0.386], [0.213, 0.128, -0.207], [-0.126, -0.392, 0.363], [0.145, 0.343, -0.298], [0.079, -0.035, 0.124], [0.134, 0.014, -0.118], [-0.083, -0.110, -0.033], [-0.173, 0.038, 0.033], [0.040, 0.103, -0.154]]}

{"formula": "C4H5NO", "method": "wB97M-V/def2-TZVPD", "homo_energy_ha": -0.3472, "smiles": "C1=N[C@H]2C[C@H]2O1", "total_charge": 0, "e_above_lowest_ev": 1.639, "e_lumo_ev": 1.086, "symbols": ["C", "C", "O", "C", "N", "C", "H", "H", "H", "H", "H"], "positions_angstrom": [[0.3718, -1.1156, -0.4494], [0.8161, -0.0440, 0.4981], [0.7851, 1.2562, -0.0979], [-0.5275, 1.5109, -0.3583], [-1.3973, 0.6465, -0.0426], [-0.6302, -0.4509, 0.4600], [0.4730, -0.8850, -1.5064], [0.3690, -2.1718, -0.2012], [1.5366, -0.1104, 1.3111], [-0.7493, 2.4583, -0.8362], [-1.0474, -1.0942, 1.2226]], "forces_ev_per_a": [[-0.176, -0.322, -0.084], [0.064, -0.006, 0.195], [-0.048, -0.060, -0.080], [-0.182, 0.195, -0.099], [0.260, 0.249, 0.019], [-0.192, -0.248, 0.186], [-0.366, 0.042, 0.140], [0.885, 0.150, -0.007], [-0.221, -0.106, -0.248], [0.212, -0.055, 0.072], [-0.236, 0.160, -0.093]]}